[1]
Formula: C3H5NO2
Source: the OMol25 dataset
Level of theory: the ωB97M-V functional and the def2-TZVPD basis

## Properties
relative energy (zero: lowest compared OMol25 entry of this formula, charge and spin)	384.92	kJ/mol
total charge	0
frontier orbital gap (alpha / beta)	0.262 / 0.263	Eh

XYZ file:
```
11
Properties=species:S:1:pos:R:3:forces:R:3
N 1.791064 -0.452922 0.263695 0.0 -0.2 -0.1
C 0.725496 -0.535240 -0.477983 0.1 0.2 0.1
C -0.511580 -0.972591 0.312812 0.2 -0.3 0.1
O -1.422697 0.215679 0.358518 0.3 0.7 -0.3
C -0.872004 1.313727 0.119189 -0.3 -0.3 0.3
O 0.464792 -0.135292 -1.646283 0.0 0.2 0.2
H 2.573230 -0.108128 -0.303230 -0.2 -0.1 0.0
H -1.119857 -1.722060 -0.191096 0.1 0.1 0.1
H -0.306194 -1.204067 1.354913 0.0 -0.1 -0.1
H -1.534341 2.174985 0.106162 -0.1 -0.1 -0.2
H 0.212095 1.425911 0.103305 0.0 -0.1 -0.2
```
Positions in Å, forces in eV/Å.

---

[2]
Formula: C3H5NO2
Source: the OMol25 dataset
Level of theory: the ωB97M-V functional and the def2-TZVPD basis

## Properties
relative energy (zero: lowest compared OMol25 entry of this formula, charge and spin)	532.50	kJ/mol
total charge	0
frontier orbital gap	0.404	Eh
SMILES	O/N=C\[C@@H]1CO1

XYZ file:
```
11
Properties=species:S:1:pos:R:3:forces:R:3
C -0.649905 0.922174 0.139621 1.0 0.0 -0.5
C 0.405613 0.045600 -0.355470 -6.6 0.8 -7.0
C 1.361585 -0.479402 0.398359 3.4 -6.1 3.9
H -1.350672 -0.882609 -0.131913 1.9 -3.2 -0.4
H -0.331700 1.897846 0.244551 0.4 2.2 0.8
H 0.057599 -0.382995 -1.421518 1.0 0.4 2.3
H 1.179727 -0.358124 1.439819 0.7 0.3 1.1
H 1.750593 -1.477633 0.115235 0.2 0.7 0.2
N -1.868049 0.691804 0.125718 -2.5 2.6 0.7
O -2.208703 -0.556990 -0.183703 -1.8 -0.4 -0.1
O 1.653914 0.580331 -0.370703 2.4 2.8 -0.9
```
Positions in Å, forces in eV/Å.

---

[3]
Formula: C3H5NO2
Source: the OMol25 dataset
Level of theory: the ωB97M-V functional and the def2-TZVPD basis

## Properties
relative energy (zero: lowest compared OMol25 entry of this formula, charge and spin)	75.17	kJ/mol
total charge	0
frontier orbital gap	0.414	Eh
SMILES	CC#N.O=CO

XYZ file:
```
11
Properties=species:S:1:pos:R:3:forces:R:3
C 0.916694 1.136630 -1.172370 0.1 0.0 -0.2
C 0.207495 -0.135837 -1.115443 -0.4 -0.7 -0.8
N -0.334495 -1.147183 -1.261850 0.6 0.9 -0.2
O -0.110307 0.307609 1.245379 -0.2 -0.2 0.5
C -0.743566 -0.592781 1.749835 0.0 0.1 0.3
O -1.208470 -1.678655 1.160068 -0.1 0.1 0.3
H 1.787857 1.129703 -0.511615 -0.2 -0.1 -0.2
H 0.272988 1.972666 -0.884094 0.0 -0.3 0.0
H 1.214093 1.242257 -2.220772 0.2 0.2 0.2
H -0.995261 -1.647323 0.196577 0.1 -0.1 0.0
H -1.007028 -0.587087 2.814284 0.0 -0.1 0.1
```
Positions in Å, forces in eV/Å.

---

[4]
Formula: C3H5NO2
Source: the OMol25 dataset
Level of theory: the ωB97M-V functional and the def2-TZVPD basis

## Properties
relative energy (zero: lowest compared OMol25 entry of this formula, charge and spin)	368.47	kJ/mol
total charge	0
frontier orbital gap	0.315	Eh

XYZ file:
```
11
Properties=species:S:1:pos:R:3:forces:R:3
C 1.343911 -0.688932 -0.826125 -3.3 0.6 1.7
C 0.154142 1.029088 -0.319239 -0.3 -0.4 0.2
C -0.519508 -0.345740 0.082418 2.8 -0.4 -1.2
N 1.376979 0.566920 -0.922219 0.7 0.2 -0.4
O -0.666596 -0.688268 1.401667 -0.5 0.1 -0.6
O -1.603024 -0.675297 -0.650948 0.1 0.2 0.6
H 2.072024 -1.399019 -1.168136 0.5 -0.2 -0.3
H -0.471781 1.590916 -1.018377 0.0 0.0 0.0
H 0.367181 1.660347 0.548440 -0.1 0.0 0.0
H 0.132362 -0.496316 1.902223 0.1 0.1 -0.2
H -2.138013 -1.310352 -0.155878 0.1 -0.1 0.0
```
Positions in Å, forces in eV/Å.

---

[5]
Formula: C3H5NO2
Source: the OMol25 dataset
Level of theory: the ωB97M-V functional and the def2-TZVPD basis

## Properties
relative energy (zero: lowest compared OMol25 entry of this formula, charge and spin)	466.23	kJ/mol
total charge	0
frontier orbital gap	0.356	Eh

XYZ file:
```
11
Properties=species:S:1:pos:R:3:forces:R:3
N 1.765929 0.567619 0.521836 0.3 0.2 -0.2
C -0.394246 -0.478793 -0.873774 -0.1 0.0 -0.1
C -1.529822 -0.788467 0.058408 -0.4 -0.3 -0.1
O -1.385887 0.557239 0.637671 0.1 0.1 0.1
C -0.287095 0.651970 -0.176931 0.2 -0.2 0.0
O 0.716355 1.507691 0.080100 0.2 -0.4 0.4
H 2.406623 1.053745 1.146808 -0.4 0.6 -0.1
H 2.267102 0.429408 -0.348368 0.3 -0.1 0.0
H 0.230556 -1.023376 -1.563233 -0.1 0.0 0.1
H -2.522248 -0.988054 -0.340817 -0.1 0.1 0.1
H -1.267263 -1.488981 0.858303 -0.1 0.0 -0.2
```
Positions in Å, forces in eV/Å.

---

[6]
Formula: C3H5NO2
Source: the OMol25 dataset
Level of theory: the ωB97M-V functional and the def2-TZVPD basis

## Properties
relative energy (zero: lowest compared OMol25 entry of this formula, charge and spin)	155.12	kJ/mol
total charge	0
frontier orbital gap	0.390	Eh
SMILES	[H]/N=C/OCC=O

XYZ file:
```
11
Properties=species:S:1:pos:R:3:forces:R:3
N -0.631598 -1.395645 -0.079236 -0.2 0.2 -0.1
C -1.357015 -0.364941 -0.163796 0.0 -0.2 0.0
O -0.917871 0.837348 0.247231 0.0 -0.1 -0.1
C 0.440483 0.818342 0.684400 0.2 0.0 0.1
C 1.330224 0.280347 -0.427290 0.3 0.1 0.1
O 2.450918 -0.120149 -0.261376 -0.4 0.2 0.0
H -1.073196 -2.220253 -0.471466 -0.1 0.1 0.1
H -2.364917 -0.277968 -0.576369 0.1 -0.1 0.1
H 0.558384 0.220195 1.592218 0.0 0.0 -0.1
H 0.702393 1.861501 0.887929 0.0 -0.2 0.0
H 0.862194 0.361222 -1.432246 0.2 0.0 0.0
```
Positions in Å, forces in eV/Å.